[1]
Molecular formula: C18H10F3I2IrN4O2S
Method: DFT, ωB97M-V with the def2-TZVPD basis set

```
! wB97M-V def2-TZVPD RIJCOSX def2/J DEFGRID3
* xyz 2 1
Ir 1.282 0.813 0.237
I 3.278 2.569 0.483
I 4.411 5.576 0.597
S -0.828 2.041 1.128
F -2.760 1.808 3.489
F -2.025 2.517 5.397
F -1.636 3.638 3.592
O -2.462 -4.317 -2.898
O -2.469 -3.310 -4.795
N -2.156 -3.428 -3.647
N 0.284 -1.022 -0.040
N 1.063 0.827 -1.798
N 1.097 0.751 2.267
C -1.734 2.409 4.113
C 1.831 0.249 3.258
C 0.296 1.081 4.900
C -0.878 -2.994 0.579
C 0.294 -0.193 -2.257
C 1.459 0.379 4.587
C -0.060 -1.908 0.878
C -1.325 -3.182 -0.708
C -0.032 1.441 2.545
C 1.060 1.763 -4.001
C -0.455 1.626 3.868
C 1.439 1.764 -2.657
C 0.268 0.748 -4.485
C -0.928 -2.286 -1.719
C -0.117 -1.194 -1.321
C -1.301 -2.341 -3.105
C -0.119 -0.277 -3.603
C -0.916 -1.384 -3.993
H 1.399 2.561 -4.640
H -0.020 1.214 5.925
H 2.073 2.558 -2.286
H -1.230 -1.468 -5.026
H -0.059 0.727 -5.513
H 2.064 -0.052 5.368
H -1.985 -4.005 -0.941
H 0.315 -1.765 1.881
H 2.742 -0.263 2.979
H -1.159 -3.673 1.366
*
```

- Kohn-Sham gap (alpha / beta) (eV) = 5.00 / 4.94
- HOMO (alpha / beta) (hartree) = -0.5498 / -0.5496
- strongest force on any atom (Eh/bohr) = 0.0592


[2]
Molecular formula: C18H11Cl2FN2PdS
Method: DFT, ωB97M-V with the def2-TZVPD basis set

```
! wB97M-V def2-TZVPD RIJCOSX def2/J DEFGRID3
* xyz 0 1
Pd -0.133 0.143 -1.049
Cl -2.767 -4.420 -0.448
Cl 1.762 -1.700 -1.869
S -1.511 -1.655 -1.149
F 0.225 0.215 5.017
N -3.267 5.664 -0.691
N 0.090 2.350 -1.441
C 0.097 0.186 3.673
C 0.018 -1.051 1.639
C -0.160 0.129 0.913
C -0.094 1.369 2.996
C -0.500 -3.087 -1.155
C -0.366 -5.517 -0.834
C 1.254 3.005 -1.389
C -1.036 3.041 -1.264
C 0.864 -3.144 -1.463
C 1.346 4.363 -1.136
C 0.985 -5.512 -1.141
C 1.604 -4.316 -1.457
C -1.034 4.409 -1.016
C -0.227 1.334 1.612
C 0.158 -1.026 3.018
C -2.277 5.103 -0.836
C 0.182 5.081 -0.939
C -1.078 -4.333 -0.840
H -0.142 2.300 3.544
H 0.302 -1.935 3.587
H 2.314 4.840 -1.091
H -0.880 -6.434 -0.584
H 0.204 6.143 -0.734
H -0.377 2.275 1.101
H 0.058 -2.003 1.130
H 2.142 2.409 -1.554
H -1.963 2.485 -1.316
H 1.551 -6.433 -1.133
H 2.655 -4.277 -1.701
*
```

- Kohn-Sham gap (eV) = 6.89
- HOMO (hartree) = -0.2883
- strongest force on any atom (Eh/bohr) = 0.0133


[3]
Molecular formula: C18H11Cl2N2PtS9
Method: DFT, ωB97M-V with the def2-TZVPD basis set

```
! wB97M-V def2-TZVPD RIJCOSX def2/J DEFGRID3
* xyz 1 5
Pt -2.056 -0.956 1.332
Cl -2.320 -2.803 3.230
Cl 0.759 1.251 5.209
S -1.273 0.305 3.027
S 3.300 -3.457 2.910
S -1.348 -2.510 -0.378
S 0.887 -2.389 1.562
S 2.486 2.036 -2.000
S 0.488 -5.107 -1.807
S -2.780 0.778 -0.159
S 0.253 0.799 -0.427
S 2.309 -4.611 0.368
N -1.363 2.323 -1.726
N -0.150 2.636 -2.119
C 0.868 -4.125 -0.444
C 0.152 -2.508 6.316
C -0.788 3.536 -4.275
C 0.162 -0.365 5.246
C 0.149 5.610 -5.045
C -0.323 -4.028 -3.011
C -1.187 -2.137 4.380
C -0.023 3.657 -3.126
C -0.750 -2.985 5.375
C 0.146 -3.075 0.149
C -0.753 -0.805 4.269
C 0.607 -1.203 6.253
C 2.228 -3.491 1.701
C 0.898 5.718 -3.881
C 0.817 4.736 -2.907
C -1.350 1.339 -0.819
C -0.694 4.524 -5.240
C 0.920 1.920 -1.586
H -1.444 2.686 -4.402
H 1.311 -0.824 6.980
H 1.543 6.571 -3.727
H 0.501 -3.162 7.103
H -0.144 -4.521 -3.965
H -1.114 -4.002 5.416
H -1.281 4.446 -6.145
H -1.389 -3.950 -2.827
H 0.218 6.380 -5.802
H 0.146 -3.048 -3.017
H 1.385 4.814 -1.992
*
```

- Kohn-Sham gap (alpha / beta) (eV) = 7.26 / 5.31
- HOMO (alpha / beta) (hartree) = -0.3847 / -0.4116
- strongest force on any atom (Eh/bohr) = 0.0034


[4]
Molecular formula: C18H12F2N4O3
Method: DFT, ωB97M-V with the def2-TZVPD basis set

```
! wB97M-V def2-TZVPD RIJCOSX def2/J DEFGRID3
* xyz 0 1
F 4.187 0.111 -0.760
F 2.022 -4.054 -1.961
O -4.380 -0.586 2.950
O 1.959 -0.672 -3.200
O -2.503 -0.704 1.945
N -3.504 -0.137 2.211
N 1.421 -1.436 0.766
N 0.162 0.379 0.816
N -1.477 1.686 1.253
C 0.838 -0.399 0.057
C 4.242 -1.203 -1.042
C -5.205 1.535 1.542
C -4.472 3.690 0.845
C -0.539 1.546 -1.102
C -3.815 1.133 1.514
C -0.641 1.253 0.253
C -3.191 3.189 0.709
C 4.408 -3.950 -1.313
C 5.517 -3.233 -0.787
C -5.493 2.872 1.419
C -2.828 1.943 1.095
C 0.924 -0.318 -1.353
C 1.856 -1.133 -2.068
C 5.380 -1.817 -0.591
C 3.197 -3.276 -1.674
C 0.221 0.781 -1.965
C 3.078 -1.880 -1.650
H -1.230 1.147 2.050
H -1.192 2.338 -1.467
H -6.423 3.347 1.494
H -6.036 0.973 1.838
H 4.378 -4.981 -1.414
H -2.494 3.896 0.253
H 6.116 -1.198 -0.191
H 2.349 -1.542 0.697
H 0.242 0.966 -3.042
H 6.459 -3.734 -0.609
H 1.175 -1.221 1.727
H -4.707 4.692 0.752
*
```

- Kohn-Sham gap (eV) = 7.85
- HOMO (hartree) = -0.3080
- strongest force on any atom (Eh/bohr) = 0.0823


[5]
Molecular formula: C18H12F3N6RuS4
Method: DFT, ωB97M-V with the def2-TZVPD basis set

```
! wB97M-V def2-TZVPD RIJCOSX def2/J DEFGRID3
* xyz 0 6
Ru -0.457 0.158 0.097
S -1.425 1.951 -1.327
S 0.443 0.993 2.084
S 2.979 0.019 3.448
S -1.744 -1.833 -0.614
F -7.722 0.132 0.096
F -7.108 1.157 1.889
F -7.107 -0.996 1.829
N 2.255 -0.791 1.153
N -4.768 -2.773 -2.470
N 0.289 -0.489 -2.373
N 1.415 -0.777 0.047
N -4.309 3.381 0.317
N -2.312 0.623 0.734
C -0.232 -0.286 -3.571
C -3.193 -1.143 -1.255
C 1.884 0.009 2.095
C 0.155 -1.023 -4.688
C -2.885 1.300 -0.428
C 2.168 1.122 4.621
C -4.453 -0.065 1.685
C -3.689 2.471 -0.010
C 1.835 -1.511 -0.911
C -3.736 0.291 -1.228
C -5.147 0.268 -0.674
C 1.229 -1.426 -2.235
C 1.675 -2.207 -3.285
C -3.060 0.071 1.661
C 1.118 -2.002 -4.540
C -4.046 -2.055 -1.918
C -6.851 0.105 1.102
C -5.411 0.125 0.638
H 2.716 -2.119 -0.734
H 2.237 2.159 4.300
H -3.759 0.666 -2.252
H -0.993 0.484 -3.632
H -5.970 0.371 -1.367
H 2.438 -2.957 -3.118
H -0.295 -0.819 -5.650
H 1.439 -2.596 -5.386
H 1.128 0.838 4.763
H -4.853 -0.436 2.621
H -2.504 -0.342 2.494
H 2.707 0.990 5.557
*
```

- Kohn-Sham gap (alpha / beta) (eV) = 6.24 / 5.89
- HOMO (alpha / beta) (hartree) = -0.2713 / -0.3150
- strongest force on any atom (Eh/bohr) = 0.0143


[6]
Molecular formula: C18H12F5N2O2Re
Method: DFT, ωB97M-V with the def2-TZVPD basis set

```
! wB97M-V def2-TZVPD RIJCOSX def2/J DEFGRID3
* xyz 1 2
Re -0.385 0.969 1.103
F 3.370 4.388 1.658
F 4.994 0.133 0.474
F 2.462 -0.848 0.415
F 0.765 3.332 1.591
F 5.420 2.709 1.084
O -0.990 1.182 -0.666
O -0.650 0.521 2.909
N -1.036 -1.108 -0.772
N -0.748 -0.918 0.574
C -2.064 -0.874 -4.882
C -2.196 0.386 -5.454
C 1.871 2.587 1.318
C -1.982 1.528 -4.696
C -1.144 0.018 -1.381
C -1.503 0.155 -2.784
C -1.716 -0.994 -3.551
C 1.593 1.263 1.004
C -0.601 -1.845 2.769
C -1.635 1.418 -3.360
C -0.568 -0.690 3.486
C 3.135 3.122 1.358
C -0.995 -3.324 0.760
C 3.963 0.916 0.744
C 4.187 2.256 1.062
C 2.670 0.428 0.716
C -0.768 -1.976 1.354
C -0.478 -0.646 4.973
H -0.562 -2.767 3.331
H -0.183 0.348 5.300
H -2.087 2.506 -5.145
H 0.236 -1.379 5.343
H -2.233 -1.761 -5.477
H -2.468 0.476 -6.498
H -0.192 -3.552 0.057
H -1.924 -3.339 0.193
H -1.609 -1.968 -3.094
H -1.026 -4.081 1.537
H -1.471 2.306 -2.766
H -1.452 -0.876 5.410
*
```

- Kohn-Sham gap (alpha / beta) (eV) = 6.44 / 6.69
- HOMO (alpha / beta) (hartree) = -0.4338 / -0.4325
- strongest force on any atom (Eh/bohr) = 0.0181